Here is a molecular structure, C41H110F3FeN8O17 at a distorted geometry from the Open Molecules 2025 dataset. Energies are from wB97M-V/def2-TZVPD.

Structure (XYZ):
```
180
Properties=species:S:1:pos:R:3:forces:R:3
H 1.299 -6.525 6.666 0.1 0.0 -0.2
H 1.609 7.698 -4.761 -0.5 0.5 0.3
O -1.299 1.139 4.253 3.4 0.6 2.9
C -3.446 4.270 3.715 1.2 1.3 -0.7
H -2.368 -3.383 2.441 0.1 0.3 0.1
H 1.406 6.701 -3.320 -0.3 0.2 0.2
O 2.855 3.516 -4.672 0.1 1.1 -0.6
H 4.398 -1.773 2.418 -0.2 -0.1 0.0
C -2.749 1.241 -4.878 0.7 -1.4 0.1
H 1.202 -0.685 2.290 -0.1 0.0 -0.5
H 0.246 -4.337 1.570 0.0 -0.4 0.1
H -1.487 -0.420 -4.148 0.2 0.2 0.0
H 3.037 3.592 -3.732 -0.2 -0.6 0.1
C 2.964 -5.379 4.982 1.6 1.3 -0.1
H 2.035 -4.390 1.739 -0.2 -0.1 0.5
H 0.257 -2.604 -2.245 0.4 0.0 1.0
C -4.085 -2.715 4.499 1.7 0.0 0.3
C -6.088 0.522 -0.036 0.6 2.4 -0.2
H -5.722 0.051 1.839 -0.4 -0.3 -0.1
O -5.232 0.190 1.026 1.2 -0.7 1.4
H 2.170 -0.730 -2.106 -0.1 0.0 -0.4
H 2.014 3.221 -7.132 0.0 0.1 0.5
N -2.645 0.666 2.715 -1.2 -1.4 -5.9
H -3.084 -3.679 -3.526 1.3 0.3 -0.7
C -5.287 1.637 -0.752 -1.0 0.0 -1.8
H -6.276 -0.377 -0.624 0.0 0.2 -0.4
H 0.978 -5.750 4.553 -0.1 -0.3 -0.4
F 0.042 2.648 -2.238 -0.2 2.1 1.0
H -3.174 1.318 -7.022 0.2 0.1 0.1
O -1.036 3.063 0.600 0.5 -1.0 -1.5
H -2.502 4.311 5.456 -0.1 -0.1 0.2
C -3.673 -5.198 -2.320 0.0 0.1 0.4
H 3.566 -4.939 5.777 0.2 0.3 0.1
H 5.424 3.549 -0.102 0.3 0.3 0.1
H -3.392 1.247 5.620 -0.5 -0.3 0.0
H 2.334 -2.291 -1.372 0.8 0.1 0.4
N 1.269 1.833 3.402 -1.9 -5.3 3.4
C -2.418 0.870 3.937 -0.9 0.9 1.9
N 1.669 5.182 -1.202 -0.5 -1.7 -4.9
H 2.066 1.213 3.370 -0.3 0.1 0.4
C -3.319 -3.915 2.404 0.2 0.6 -1.6
H 2.637 0.187 -4.498 -0.3 0.0 -0.5
H -4.309 -2.582 -1.506 -0.3 -0.9 -0.3
H -3.072 -4.866 1.932 -0.3 -0.2 0.2
O -2.426 4.212 2.986 -0.1 0.2 -1.0
O -1.156 7.551 -4.053 0.1 0.4 0.7
H 3.082 2.192 2.079 0.0 0.5 0.2
H -5.766 1.909 -1.693 -0.6 -0.1 -0.1
H 6.569 1.468 0.085 0.2 -0.2 0.3
N 2.928 5.862 0.335 3.1 1.0 3.6
H -4.002 -3.376 1.747 0.1 0.1 -0.2
H 2.848 3.924 2.069 0.4 -0.5 -0.5
H 4.038 1.226 -4.515 0.0 0.1 -0.8
C 2.242 2.277 -5.067 0.1 1.6 -1.0
H -0.081 -3.541 5.020 0.0 -0.6 0.4
H 6.776 -1.224 5.136 0.1 0.1 -0.1
H 5.224 1.045 -2.679 0.0 0.0 0.3
C -2.787 -3.922 -2.506 -3.5 -2.1 -0.4
H 0.797 5.126 -1.709 0.1 -0.3 0.2
H 1.331 -6.738 1.226 -0.5 0.1 0.6
H 3.175 -0.606 3.003 0.1 0.3 -0.4
H 2.789 -5.704 -1.189 0.1 0.2 0.2
H 6.369 -1.932 3.520 0.4 -0.7 0.4
H 2.636 -7.322 -0.593 -0.6 -0.1 -0.2
O 0.294 -6.187 -0.436 -0.9 -0.5 -1.0
C -1.624 0.169 -5.056 -1.0 1.2 -0.2
H 0.364 -2.204 1.950 0.0 0.0 0.0
H 0.684 -4.451 -3.847 -0.2 -0.1 0.2
H -5.269 2.599 -0.240 0.1 -0.3 0.6
O 0.465 3.788 2.866 -3.0 3.5 0.2
H 2.981 1.279 -3.262 -0.8 0.6 0.2
H -0.075 4.417 -4.598 0.5 0.3 -0.3
H -8.155 1.495 -0.041 0.5 0.1 -0.4
C -0.328 6.636 -4.726 1.3 -0.8 0.1
H 5.332 1.344 1.346 0.0 -0.1 0.1
H -7.152 1.735 1.412 0.1 0.2 -0.1
H 3.600 1.669 -0.470 0.1 -1.6 -0.7
O -0.359 0.876 0.905 0.8 -0.4 0.5
H -0.368 6.903 -5.782 -0.2 -0.5 -0.3
C 4.672 1.820 -0.603 -1.6 2.1 -1.5
H -4.129 4.871 5.458 0.6 -0.2 0.4
H -4.303 1.411 -1.162 0.3 -0.5 0.7
H 3.013 6.029 1.327 1.0 0.2 -0.1
H 3.353 -6.392 4.880 -0.7 -0.2 -0.1
C 3.868 -1.396 3.293 -0.6 0.5 0.0
N -3.407 4.328 5.006 3.2 -0.1 4.7
H 1.386 -3.245 4.136 0.2 -0.2 -0.1
H -2.052 7.272 -4.256 -0.2 0.2 0.0
H -3.417 -5.612 -1.345 -0.4 -0.2 0.1
C 2.311 -1.786 -2.337 -0.6 -0.7 0.9
H 4.263 -0.846 5.278 -0.3 0.2 0.3
H 6.267 2.252 -1.889 0.3 -0.3 -0.1
H 3.560 -6.313 0.319 -0.1 0.8 0.4
H -3.084 -2.371 4.762 0.3 0.1 0.2
F 1.477 1.526 -1.134 -2.6 -0.8 0.4
F -0.355 0.697 -2.240 0.4 -1.9 2.1
C 6.016 -1.717 4.528 -0.9 0.1 0.2
H 1.730 -4.573 -2.399 -0.2 -0.2 -0.2
N 2.511 2.998 2.290 3.6 3.8 -3.2
C 5.562 1.115 0.306 0.8 -1.0 1.0
C 1.162 6.780 -4.379 0.5 0.6 0.0
H 2.348 -4.078 -3.980 0.2 0.5 0.1
C 4.803 -0.840 4.331 0.0 -1.0 1.3
H 2.526 5.249 -1.731 -0.6 0.0 -0.5
Fe -0.976 4.685 1.741 2.7 -3.0 -0.7
H -2.217 2.695 -6.265 0.4 -0.3 -0.6
H -1.395 -1.157 0.820 -0.8 1.1 -0.8
O 4.533 3.192 -0.138 0.5 1.0 0.3
H -4.453 -1.893 3.885 -0.5 -0.3 -0.2
H -5.178 4.297 4.344 -1.6 0.1 -1.4
H 3.182 -2.110 3.748 0.4 -0.5 -0.2
O -2.372 2.212 -3.888 -0.4 0.2 -0.1
C -3.901 -4.028 3.744 -1.3 -1.9 1.7
H -0.739 0.738 -5.339 0.4 -0.4 0.2
H 0.162 -0.924 -0.087 -0.4 0.1 -0.3
H 3.378 2.111 -6.970 0.1 0.1 0.2
C -3.028 1.974 -6.164 0.1 1.0 0.5
C -0.813 5.210 -4.477 -0.3 -1.2 -1.0
H -3.384 -5.896 4.164 -0.1 0.1 -0.1
C 1.768 5.409 0.045 -2.8 0.6 -0.9
N -4.702 4.428 3.463 -2.7 -0.3 -3.1
H -1.556 4.956 -5.233 -0.3 0.0 0.0
H 1.460 -3.192 5.889 -0.4 0.7 0.1
C 1.190 -4.550 1.069 1.5 -0.4 -0.4
H -3.653 0.712 -4.575 -0.2 0.0 0.3
C 1.125 -2.534 -2.902 -0.4 -2.1 -0.9
H -1.773 0.556 2.218 -0.6 0.4 -0.7
H 5.550 0.030 0.198 0.0 0.0 -0.2
H -7.839 0.166 0.998 -0.3 0.0 0.4
O 0.603 -1.969 -4.046 0.0 2.3 -2.0
C 1.332 -5.968 0.455 0.9 0.6 0.7
C 1.505 -3.994 -3.294 0.2 0.3 0.7
H 3.696 5.538 -0.235 0.3 0.2 0.6
H -4.614 -2.800 5.447 -0.2 -0.2 -0.3
C -0.802 1.800 -0.071 -0.5 -1.5 1.9
H -4.749 -5.087 -2.458 -0.1 0.6 0.5
H -1.766 1.306 -0.186 -0.9 1.2 -1.5
H 5.607 -2.511 5.152 0.7 -0.8 -0.6
O -1.480 -4.388 -2.236 0.2 1.4 -0.4
H -2.809 -2.831 -0.705 0.4 0.7 0.1
H -0.412 -0.943 2.899 0.0 -0.1 0.1
H -3.032 -1.828 -2.284 0.8 0.4 0.6
C 0.996 -3.704 5.045 1.5 -0.2 0.7
H -5.103 4.624 2.556 -0.2 -0.2 0.3
H 1.768 1.486 -7.102 -0.2 -0.1 0.2
C 1.544 -5.139 5.255 -3.1 -1.4 -0.6
O -3.115 -5.023 4.460 0.6 1.2 0.8
H -0.237 -2.337 -4.329 0.1 -0.3 0.3
C 0.236 -1.126 2.042 -0.2 0.1 0.0
H 4.815 2.778 -2.584 -0.5 -0.3 0.0
H 0.419 1.499 3.832 -0.4 -0.1 0.0
H -4.874 -4.513 3.809 -0.5 0.3 -1.1
C -7.375 1.062 0.585 -0.4 -1.0 0.0
O 5.202 0.451 4.059 0.1 1.8 -1.0
C 2.349 2.297 -6.662 -0.2 -0.8 1.4
C 5.237 1.930 -2.043 0.0 0.3 0.6
C -0.449 -0.618 0.762 2.2 0.2 1.1
H 1.381 -3.785 0.317 -0.3 0.0 -0.5
H 1.833 6.076 -4.873 -0.7 -0.7 -0.2
H -1.279 4.901 -3.541 -0.1 0.9 0.5
C 2.961 1.218 -4.350 1.4 -2.2 0.7
H -3.480 -5.971 -3.063 0.7 0.1 -0.1
O 1.145 -5.584 6.549 -0.1 0.8 0.5
H -1.178 -4.740 -3.076 0.4 -0.3 0.1
H -1.890 -0.500 -5.875 0.0 0.0 0.0
O 0.760 5.387 0.765 -2.3 0.3 2.3
H 1.223 2.318 -4.680 -0.5 -0.2 -0.6
H 6.115 0.532 4.344 0.0 0.3 0.0
H -4.399 0.755 4.256 0.1 0.0 0.6
H -1.827 1.823 -3.200 -0.1 -0.3 -0.4
H -3.878 2.647 -6.051 -0.4 -0.3 0.0
C 0.098 1.622 -1.374 1.5 2.2 -1.9
N -3.499 0.824 4.709 -1.1 0.5 2.0
C -3.245 -2.722 -1.698 0.4 -0.1 0.4
C 1.347 2.954 2.845 1.0 -1.4 -0.3
C 2.646 -6.279 -0.274 0.2 -0.3 -0.4
H -3.555 0.781 2.291 0.3 -0.5 -0.5
H 3.143 -4.809 4.070 0.6 -0.2 -0.3
H -0.397 -5.527 -0.343 0.0 0.0 -0.1
H 3.246 -2.000 -2.854 -0.1 0.2 -0.1
```
Forces are in eV/Å.

Properties
net charge: +2
strongest force on any atom: 0.1286 Eh/bohr
spin multiplicity: 6
HOMO energy (alpha / beta): -12.809 / -12.809 eV
LUMO (alpha / beta): -5.72 / -8.69 eV